Entry from OMol25: a structure of composition C15H44AsF6O7 (wB97M-V/def2-TZVPD).

gap between HOMO and LUMO	9.92	eV
total charge	-1
strongest force on any atom	1.3	eV/Å

Cartesian coordinates (Å):
As: -0.063 0.063 1.075
F: -0.688 1.664 1.123
F: -1.698 -0.527 0.890
F: 0.454 -1.588 1.014
F: 1.560 0.583 1.225
F: -0.179 0.030 2.794
F: 0.041 0.164 -0.657
C: 3.937 -2.384 0.494
C: 3.787 -1.620 -0.806
C: 4.582 -0.336 -0.846
O: 4.182 -2.458 -1.904
H: 3.691 -1.738 1.339
H: 4.978 -2.704 0.594
H: 3.301 -3.270 0.536
H: 2.732 -1.351 -0.943
H: 5.622 -0.469 -0.547
H: 4.088 0.393 -0.206
H: 4.535 0.023 -1.877
H: 3.599 -3.224 -1.890
C: -6.589 0.426 0.561
C: -5.097 0.351 0.340
C: -4.531 1.699 -0.114
O: -4.446 -0.088 1.534
H: -6.937 -0.422 1.153
H: -7.084 0.370 -0.410
H: -6.869 1.349 1.068
H: -4.820 -0.356 -0.455
H: -3.443 1.711 -0.201
H: -4.839 2.485 0.579
H: -4.914 1.936 -1.113
H: -3.505 -0.062 1.314
C: -0.737 3.248 -1.916
C: 0.389 3.623 -2.850
C: -0.020 3.492 -4.329
O: 0.722 4.981 -2.527
H: -1.537 3.983 -2.063
H: -0.409 3.313 -0.882
H: -1.153 2.266 -2.128
H: 1.265 2.990 -2.675
H: 0.756 3.030 -4.939
H: -0.228 4.480 -4.744
H: -0.946 2.921 -4.407
H: 1.563 5.211 -2.934
C: -1.285 -4.285 -3.112
C: -0.791 -3.409 -1.986
C: 0.445 -3.980 -1.302
O: -0.497 -2.123 -2.541
H: -1.090 -5.340 -2.921
H: -0.745 -4.013 -4.026
H: -2.329 -4.116 -3.380
H: -1.561 -3.293 -1.215
H: 0.978 -3.163 -0.806
H: 1.195 -4.295 -2.046
H: 0.244 -4.813 -0.634
H: -0.636 -1.466 -1.854
C: 0.713 1.454 6.038
O: 0.642 0.125 5.562
H: -0.253 1.953 5.936
H: 0.989 1.404 7.094
H: 1.514 2.026 5.555
H: 0.355 0.166 4.642
C: -1.570 -3.269 3.151
O: -0.191 -3.117 3.421
H: -2.090 -2.306 3.103
H: -1.748 -3.811 2.215
H: -2.009 -3.823 3.981
H: 0.168 -2.520 2.757
C: 3.732 3.634 0.493
O: 5.011 4.129 0.878
H: 3.586 2.619 0.869
H: 2.943 4.245 0.930
H: 3.576 3.689 -0.588
H: 5.652 3.510 0.518